[1]
DFT (ωB97M-V/def2-TZVPD) results for a molecular structure, C7H12N2 in a non-equilibrium geometry.

The geometry in XYZ format:
```
21
Properties=species:S:1:pos:R:3:forces:R:3:mulliken_charge:R:1
C 1.2301 1.5322 0.8707 3.67 -0.42 -0.20 -0.694
C -0.1685 -0.6439 0.6114 0.80 -3.05 4.06 -0.274
C -1.6729 -0.9113 0.8258 0.53 2.27 -0.64 -0.817
C -2.2683 0.0939 -0.2284 -3.95 -2.17 0.77 -0.235
C -1.5948 0.8901 -1.0904 1.31 -1.66 -3.38 -0.659
C -0.0200 0.6663 -0.9420 -2.00 -0.12 0.98 -0.421
C 0.4996 -0.7082 -0.7194 0.76 -5.49 -1.73 0.308
H 1.6119 1.1864 1.9145 -0.65 0.81 -1.81 0.294
H 1.2731 2.7006 0.7832 -1.39 -2.15 0.47 0.262
H 2.2755 1.3615 0.0270 -2.98 -0.07 2.54 0.143
H 0.2640 -1.1841 1.5174 0.59 0.77 -1.19 0.403
H -1.9985 -0.5087 1.8487 0.72 -0.43 -1.22 0.318
H -2.0287 -1.9883 0.8356 0.45 1.31 -0.78 0.385
H -3.4306 -0.1887 -0.0013 2.25 1.99 -1.84 0.195
H -1.8431 1.3871 -2.1477 -0.48 -0.91 2.96 0.247
H 0.8255 1.0899 -1.3597 0.55 2.65 -1.83 0.576
H 0.2566 -1.4407 -1.4544 -1.18 -0.77 -0.66 0.430
H 2.6375 -1.2763 -1.3358 -2.37 1.21 1.37 0.221
H 2.1536 -1.7938 0.0546 -0.52 -1.69 1.84 0.191
N 0.0167 0.7547 0.4870 2.61 5.63 3.33 -0.189
N 1.9813 -1.0187 -0.4969 1.28 2.30 -3.03 -0.682
```
Positions in Å, forces in eV/Å.

The maximum force comes out at 0.137 hartree/bohr. The calculated total energy is -10426.77277 eV. The highest occupied orbital energy comes out at -0.281 Ha. The value obtained for the relative energy (zero: lowest compared OMol25 entry of this formula, charge and spin) is 646.87 kJ/mol. The value obtained for the LUMO energy is 0.0389 hartree.

---

[2]
DFT (ωB97M-V/def2-TZVPD) results for 2 unconnected molecules or ions with the total composition C2H2OS2 in a non-equilibrium geometry.

The geometry in XYZ format:
```
7
Properties=species:S:1:pos:R:3:forces:R:3:mulliken_charge:R:1
C -1.6587 0.2601 0.6454 0.96 0.86 2.82 -0.498
C -2.0062 -0.1079 -0.4164 -0.67 -0.21 -1.60 -0.237
O 2.2441 -0.2865 -0.4538 -0.27 2.83 -1.65 -0.120
S 2.4660 -1.5141 0.3963 0.45 -1.70 1.45 0.145
S 2.6993 1.3302 -0.4222 -0.21 -1.13 0.19 -0.030
H -1.3485 0.5998 1.6257 -0.17 -0.29 -0.67 0.368
H -2.3960 -0.2815 -1.3749 -0.09 -0.36 -0.55 0.373
```
Positions in Å, forces in eV/Å.

The maximum force comes out at 0.064 hartree/bohr. The calculated total energy is -25817.94888 eV. The highest occupied orbital energy (spin up / spin down) comes out at -0.339 / -0.338 Ha. The value obtained for the relative energy (zero: lowest compared OMol25 entry of this formula, charge and spin) is 558.95 kJ/mol. The value obtained for the LUMO energy (spin up / spin down) is -0.1017 / -0.1018 hartree.

---

[3]
DFT (ωB97M-V/def2-TZVPD) results for a gas-phase ion, C3H6N3O (charge +1) in a non-equilibrium geometry.

The geometry in XYZ format:
```
13
Properties=species:S:1:pos:R:3:forces:R:3:mulliken_charge:R:1
N -0.8007 -1.1911 -0.6320 1.22 -2.05 -0.93 -0.265
C 0.4139 -0.7449 -0.3306 1.04 -2.82 0.61 0.089
N 0.6903 0.2353 0.4702 -1.08 1.43 -0.23 -0.122
C -0.4886 1.0954 0.8393 1.32 0.93 -0.44 -0.437
C -1.5572 1.0201 -0.2299 1.07 2.01 2.87 -0.051
N -2.1551 1.4102 -1.1443 0.05 -0.62 -0.70 0.596
O -2.7545 1.5100 -2.1530 -0.47 0.62 -0.26 -0.551
H -1.6426 -0.6271 -0.6505 0.06 -0.44 0.30 0.209
H -0.8609 -2.1552 -1.0078 0.17 1.11 0.09 0.260
H 1.2619 -1.4310 -0.5566 -0.73 0.64 -0.14 0.350
H 1.6492 0.5082 0.7742 -1.17 -0.47 -0.66 0.288
H -0.0631 2.1059 0.8797 -0.47 0.05 -0.27 0.312
H -0.6906 0.8805 1.8861 -1.02 -0.39 -0.23 0.323
```
Positions in Å, forces in eV/Å.

The maximum force comes out at 0.071 hartree/bohr. As for the net charge: +1. The calculated total energy is -9715.50294 eV. The highest occupied orbital energy comes out at -0.527 Ha. The value obtained for the relative energy (zero: lowest compared OMol25 entry of this formula, charge and spin) is 311.38 kJ/mol. The value obtained for the LUMO energy is -0.1457 hartree.

---

[4]
DFT (ωB97M-V/def2-TZVPD) results for a gas-phase ion, C5H8NO2 (charge -2) in a non-equilibrium geometry.

The geometry in XYZ format:
```
16
Properties=species:S:1:pos:R:3:forces:R:3:mulliken_charge:R:1
O -0.4238 2.9180 -1.7222 0.06 -1.37 0.19 -0.756
C -0.0300 2.9007 -0.5175 0.19 -4.34 -3.66 0.437
O 0.0746 3.8667 0.1422 0.64 4.73 4.47 -0.657
C 0.5338 1.4912 0.2183 -4.90 1.72 -4.72 -1.101
C 0.4529 0.2795 -0.6692 1.58 -1.54 0.67 -0.246
C -0.2366 -0.7976 0.1581 1.05 1.63 -2.28 -0.352
C -0.3967 -2.0668 -0.1720 -0.54 -1.60 0.05 -1.366
N -0.4799 -2.9141 0.9277 -0.74 -2.02 0.73 -1.707
H 1.3990 1.7970 0.5440 5.24 1.29 1.34 0.417
H -0.0419 1.4873 1.0916 -1.28 -0.51 1.23 0.240
H 0.0504 0.3778 -1.6470 -1.07 1.00 -0.66 0.353
H 1.5072 -0.0310 -0.9929 -0.82 0.10 0.87 0.243
H -0.3850 -0.3657 1.1269 -0.18 -0.96 0.72 -0.387
H -0.4083 -2.5722 -1.2424 0.42 1.34 2.50 0.628
H -0.6846 -2.5330 1.8590 0.30 0.27 -0.78 0.692
H -0.9314 -3.8379 0.8952 0.05 0.26 -0.65 1.560
```
Positions in Å, forces in eV/Å.

As for the expectation value of S²: 0.751. The maximum force comes out at 0.137 hartree/bohr. Its spin multiplicity is 2. As for the net charge: -2. The calculated total energy is -10895.11564 eV. The highest occupied orbital energy (spin up / spin down) comes out at 0.135 / -0.026 Ha. The value obtained for the relative energy (zero: lowest compared OMol25 entry of this formula, charge and spin) is 137.54 kJ/mol. The value obtained for the LUMO energy (spin up / spin down) is 0.2435 / 0.2426 hartree.

---

[5]
DFT (ωB97M-V/def2-TZVPD) results for a molecular structure, C6H12AlO10S in a non-equilibrium geometry.

The geometry in XYZ format:
```
30
Properties=species:S:1:pos:R:3:forces:R:3:mulliken_charge:R:1
Al 0.7532 2.7250 -0.8606 -0.02 -0.34 -0.31 0.995
S 2.8568 1.9958 -3.5751 -2.49 2.72 -0.57 1.346
O 3.0046 1.4256 -2.2739 1.10 -1.59 2.82 -0.366
O 1.5608 2.7064 -3.5224 1.44 -1.14 -1.22 -0.482
O 4.0504 2.8028 -3.7222 0.52 0.20 -0.11 -0.286
O 2.8649 0.9751 -4.6660 -0.56 -0.17 -0.79 -0.195
C 0.6536 -1.5688 -3.4552 1.49 0.15 -1.34 -0.314
O 0.9850 -2.0520 -2.1381 -1.41 0.73 2.18 -0.280
C 0.6777 -1.3345 -1.0368 1.84 1.84 0.85 0.683
O 0.2728 -0.1369 -1.0017 0.65 -3.24 0.03 -0.546
O 1.1913 -2.0153 0.1132 -1.09 -0.34 -3.38 -0.283
C 1.0863 -1.4742 1.4103 0.02 1.02 -0.93 -0.578
H -0.3701 -1.5548 -3.8294 -0.19 -0.06 1.01 0.340
H 1.2190 -2.2163 -4.1253 -0.29 -0.57 0.27 0.306
H 1.1756 -0.6415 -3.6912 -0.46 0.47 0.66 -0.076
H 0.1590 -1.7883 1.8894 -0.08 0.05 0.02 0.321
H 1.1446 -0.4083 1.1901 -0.33 0.54 0.91 0.145
H 1.9507 -1.7591 2.0102 -0.06 -0.31 -0.29 0.341
C -0.4207 0.5978 3.7322 -0.29 0.30 0.60 -0.383
O -1.6103 0.3901 3.0666 -1.35 -0.63 -1.19 -0.092
C -1.8544 1.0022 1.8178 -0.06 -0.04 -1.89 0.635
O -1.0411 1.6646 1.2137 -2.02 -1.36 1.68 -0.366
O -3.1174 0.6172 1.3238 2.67 0.55 1.60 -0.134
C -4.0039 -0.2884 2.0151 -0.52 -1.06 -0.07 -0.560
H -0.3409 1.6848 3.7386 0.71 0.51 0.31 0.359
H 0.4403 0.2135 3.1853 0.36 0.04 -0.68 0.250
H -0.4498 0.0833 4.6928 -0.29 0.24 -0.05 0.262
H -3.5496 -1.1030 2.5791 0.62 0.56 0.24 0.311
H -4.5998 -0.8228 1.2753 0.03 0.62 -0.46 0.306
H -4.6887 0.2800 2.6444 0.05 0.31 0.10 0.339
```
Positions in Å, forces in eV/Å.

As for the expectation value of S²: 1.786. The maximum force comes out at 0.073 hartree/bohr. Its spin multiplicity is 2. As for the net charge: +2. The calculated total energy is -44296.70020 eV. The highest occupied orbital energy (spin up / spin down) comes out at -0.636 / -0.634 Ha. The value obtained for the LUMO energy (spin up / spin down) is -0.3974 / -0.5012 hartree.

---

[6]
DFT (ωB97M-V/def2-TZVPD) results for 2 unconnected molecules or ions with the total composition C4H8O3.

The geometry in XYZ format:
```
15
Properties=species:S:1:pos:R:3:forces:R:3:mulliken_charge:R:1
C -1.8134 1.1605 -1.0760 0.00 0.08 -0.05 -1.078
C -1.5259 0.0279 -0.1345 0.09 -0.01 0.14 0.074
C -0.7144 0.1386 0.9136 -0.19 0.22 -0.32 -0.425
O -0.5168 -0.8700 1.8061 0.08 -0.04 0.08 -0.519
H -1.6113 0.8767 -2.1168 -0.04 0.04 0.18 0.276
H -2.8643 1.4728 -1.0267 0.16 -0.07 -0.01 0.314
H -1.1976 2.0369 -0.8402 -0.10 -0.14 -0.03 0.290
H -2.0198 -0.9273 -0.3051 0.05 0.11 0.04 0.348
H -0.1914 1.0751 1.1259 -0.06 -0.15 -0.02 0.374
H 0.4001 -0.8111 2.1116 -0.11 -0.04 0.00 0.364
O 2.2099 -0.6251 1.1803 0.06 0.11 -0.61 -0.598
C 2.2363 -0.4670 -0.0180 0.03 0.03 0.51 0.328
O 2.7198 -1.3581 -0.8805 0.00 -0.15 0.11 -0.426
H 1.8794 0.4272 -0.5452 0.03 -0.11 0.09 0.335
H 2.9919 -2.1385 -0.3651 -0.01 0.11 -0.10 0.343
```
Positions in Å, forces in eV/Å.

The maximum force comes out at 0.012 hartree/bohr. The calculated total energy is -10419.58735 eV. The highest occupied orbital energy comes out at -0.317 Ha. The value obtained for the relative energy (zero: lowest compared OMol25 entry of this formula, charge and spin) is 136.64 kJ/mol. The value obtained for the LUMO energy is 0.0261 hartree.